114
Properties=species:S:1:pos:R:3:lowdin_charge:R:1 method="wB97M-V/def2-TZVPD" smiles="COCCCCCCCCCCC[C@]1(CCCCCCCSc2nnco2)NC(=O)[C@@](C)([PH2]=N)[C@@H]1N.CCOC(C)=O.CCOC(C)=O" gap_ev=8.530 total_energy_ev=-78232.8412 homo_ha=-0.3013
C -0.2894 -5.8069 3.6812 -0.110
O -0.0659 -5.7756 2.2834 -0.180
C -1.0740 -5.1102 1.5555 -0.246
C -0.4354 -4.1347 0.5502 -0.184
C 0.0183 -4.8934 -0.6942 -0.196
C 1.0999 -4.0836 -1.4704 -0.205
C 0.4659 -3.2262 -2.5733 -0.210
C 1.4568 -2.1688 -3.1017 -0.188
C 1.1780 -0.7451 -2.5517 -0.196
C 2.2289 -0.2009 -1.5756 -0.201
C 2.0376 -0.5773 -0.1032 -0.176
C 0.6584 -0.2446 0.5152 -0.170
C 0.6640 0.9943 1.4466 -0.119
C 0.2904 2.3359 0.7415 -0.368
C -1.1625 2.6033 1.2369 -0.117
C -1.9996 3.5453 0.3785 -0.201
C -3.4458 3.6733 0.8548 -0.198
C -4.2114 2.3437 0.8857 -0.204
C -5.7214 2.5192 0.5857 -0.193
C -6.1022 1.5756 -0.5652 -0.257
C -7.5100 1.8047 -1.1296 -0.452
S -8.7480 0.5361 -0.7032 0.970
C -7.8453 -0.9468 -0.4855 -0.740
N -7.8534 -1.5525 0.6408 0.057
N -7.0369 -2.6715 0.4666 0.058
C -6.6161 -2.6360 -0.7203 -0.196
O -7.0870 -1.5636 -1.4137 0.045
N 0.3497 2.2881 -0.7063 0.138
C 0.7088 3.4826 -1.2953 -0.475
O 0.5337 3.7122 -2.4832 0.058
C 1.3122 4.3864 -0.2202 -0.422
C 2.7048 4.7380 -0.8438 -0.080
P 0.5154 6.0318 0.0727 0.804
N 0.2787 6.3155 1.6116 -0.305
C 1.3257 3.4815 1.0468 -0.259
N 2.7155 3.0328 1.1798 0.062
H 0.2271 -4.9870 4.1830 0.088
H 0.0753 -6.7410 4.0970 0.066
H -1.3540 -5.7442 3.9226 0.082
H -1.6406 -5.8492 0.9792 0.121
H -1.7535 -4.5326 2.1857 0.113
H 0.4129 -3.6857 1.0700 0.109
H -1.1466 -3.3414 0.3112 0.110
H 0.4871 -5.8295 -0.3962 0.111
H -0.8137 -5.0267 -1.3855 0.109
H 1.8663 -4.7329 -1.8946 0.109
H 1.5902 -3.4462 -0.7336 0.082
H 0.1420 -3.9114 -3.3592 0.107
H -0.4402 -2.7651 -2.1767 0.101
H 1.2880 -2.1202 -4.1800 0.098
H 2.4920 -2.4839 -2.9798 0.107
H 1.1762 -0.0702 -3.4089 0.104
H 0.1620 -0.7313 -2.1602 0.085
H 2.3029 0.8773 -1.6910 0.086
H 3.1940 -0.6031 -1.8948 0.108
H 2.7721 0.0025 0.4612 0.094
H 2.2620 -1.6218 0.1062 0.091
H -0.1302 -0.1063 -0.2236 0.088
H 0.3436 -1.0847 1.1338 0.096
H -0.0446 0.7934 2.2459 0.106
H 1.6349 1.0557 1.9326 0.093
H -1.6598 1.6305 1.1733 0.108
H -1.1770 2.8913 2.2889 0.134
H -1.5791 4.5486 0.3655 0.051
H -2.0182 3.1883 -0.6520 0.116
H -3.5054 4.1785 1.8214 0.119
H -3.9540 4.3278 0.1426 0.106
H -4.0797 1.8180 1.8308 0.114
H -3.7768 1.6908 0.1236 0.101
H -6.2963 2.2184 1.4614 0.117
H -5.9399 3.5506 0.3159 0.104
H -5.3983 1.7488 -1.3815 0.113
H -5.9173 0.5565 -0.2255 0.098
H -7.9118 2.7447 -0.7580 0.071
H -7.4748 1.8879 -2.2129 0.068
H -5.9406 -3.3512 -1.1506 0.131
H -0.4221 1.8277 -1.1677 0.144
H 3.1315 3.8610 -1.3238 0.086
H 2.5163 5.4821 -1.6284 0.027
H 3.3846 5.1915 -0.1302 0.089
H -0.7245 6.0526 -0.6075 0.017
H 1.3777 7.0142 -0.4291 0.017
H -0.7017 6.4634 1.8168 -0.052
H 0.9491 3.9284 1.9632 0.125
H 2.8665 2.6963 2.1255 0.082
H 2.8741 2.2146 0.5973 0.070
O 2.6108 7.2039 -2.5151 0.054
C 2.8432 7.0766 -3.6897 -0.509
O 4.1197 7.0336 -4.0968 0.012
C 4.5093 6.6816 -5.4283 -0.231
C 4.5133 7.8862 -6.3458 -0.064
C 1.7353 7.0613 -4.7139 0.024
H 3.8924 5.8683 -5.8117 0.114
H 5.5203 6.2887 -5.3352 0.123
H 3.5162 8.3143 -6.4514 0.068
H 4.8763 7.6095 -7.3359 0.082
H 5.1577 8.6665 -5.9410 0.084
H 1.4992 8.0862 -4.9976 0.097
H 0.8587 6.6084 -4.2557 0.091
H 1.9639 6.4783 -5.6028 0.074
O 2.6421 -6.4611 4.3159 0.111
C 2.9328 -7.5875 4.6017 -0.520
O 2.1154 -8.2887 5.4155 -0.007
C 2.2586 -9.6912 5.6529 -0.237
C 3.2241 -9.9710 6.7858 -0.065
C 4.2375 -8.2075 4.1567 0.014
H 2.5307 -10.2158 4.7362 0.113
H 1.2632 -10.0381 5.9266 0.123
H 4.2306 -9.6241 6.5506 0.067
H 3.2680 -11.0404 6.9945 0.081
H 2.9065 -9.4499 7.6889 0.084
H 5.0151 -7.9554 4.8763 0.095
H 4.4991 -7.7836 3.1904 0.091
H 4.1940 -9.2869 4.0286 0.070